41
Properties=species:S:1:pos:R:3:forces:R:3 method="wB97M-V/def2-TZVPD" total_charge=+1 lumo_ev=-4.34 max_force_ev_per_a=1.9 gap_ev=5.712 e_homo_ha=-0.36944 e_tot_ev=-34000.749 multiplicity=1
N 3.548 0.566 1.403 -0.12 0.72 0.68
C 2.949 1.573 0.679 0.29 0.67 -0.38
N 3.706 2.356 -0.138 -1.34 0.27 0.32
C 2.865 3.283 -0.937 0.17 -0.05 -0.25
C 1.750 2.476 -1.588 0.07 0.05 0.13
I 0.800 3.664 -3.072 -0.08 -0.05 -0.03
C 0.813 1.818 -0.543 0.60 0.80 -0.06
C -0.504 2.528 -0.246 0.15 0.05 0.37
C -0.491 3.951 0.281 -0.09 0.14 -0.36
O -1.298 4.758 -0.070 -0.09 0.01 0.17
O 0.450 4.215 1.220 -0.20 -0.42 0.29
C 0.592 0.322 -0.906 -1.32 0.15 -0.09
C -0.849 -0.027 -1.243 0.46 -0.56 -0.27
C -1.278 -1.412 -1.012 -0.17 0.61 0.35
O -1.683 -0.327 -0.143 0.01 0.05 -0.11
N 1.650 1.822 0.740 -0.34 -1.90 -0.15
H 3.768 -0.291 0.927 0.30 0.05 -0.04
H 3.740 0.662 2.384 -0.09 -0.20 0.06
H 4.317 2.894 0.477 0.94 -0.56 -0.45
H 2.484 4.083 -0.300 -0.11 0.02 -0.05
H 3.474 3.699 -1.735 0.17 0.12 0.17
H 2.237 1.676 -2.141 0.01 0.07 -0.11
H -1.038 1.935 0.504 -0.02 0.03 0.02
H -1.142 2.550 -1.124 0.08 -0.06 -0.08
H 0.110 4.954 1.748 0.18 0.31 -0.19
H 1.161 0.043 -1.792 0.39 -0.06 0.23
H 0.816 -0.314 -0.049 0.37 -0.04 -0.10
H -1.287 0.491 -2.090 -0.21 0.16 0.14
H -2.103 -1.804 -1.590 0.14 -0.19 -0.12
H -0.580 -2.097 -0.546 -0.06 -0.18 -0.13
H 1.206 1.214 1.423 -0.04 -0.02 -0.03
N -2.810 -4.046 0.651 0.05 -0.01 0.03
C -2.916 -4.504 1.938 0.01 0.00 -0.02
C -3.165 -5.848 1.883 0.01 -0.01 -0.01
C -3.212 -6.217 0.510 0.01 -0.01 0.01
C -2.991 -5.085 -0.225 0.02 0.04 0.00
H -2.641 -3.093 0.395 -0.10 0.04 0.03
H -2.807 -3.839 2.776 -0.02 0.00 0.01
H -3.302 -6.498 2.730 0.00 -0.01 0.00
H -3.392 -7.200 0.111 0.00 0.00 0.00
H -2.948 -4.931 -1.290 -0.02 -0.01 -0.01